{"formula": "C26H36BIN3O10P", "method": "ωB97M-V/def2-TZVPD", "gap_ev": 6.998, "relative_energy_kj_mol": 2296.6, "smiles": "COCc1c(O)c(CCO)c2c(c1[PH2]=O)C(=O)c1c(B(N)O)c(N=C=O)c(C[C@H](C)I)c(N)c1C2=O.CCO.CCO", "spin_multiplicity": 1, "species": ["C", "O", "C", "C", "C", "O", "C", "C", "C", "O", "C", "C", "C", "P", "O", "C", "O", "C", "C", "B", "N", "O", "C", "N", "C", "O", "C", "C", "C", "C", "I", "C", "N", "C", "C", "O", "H", "H", "H", "H", "H", "H", "H", "H", "H", "H", "H", "H", "H", "H", "H", "H", "H", "H", "H", "H", "H", "H", "H", "H", "C", "C", "O", "H", "H", "H", "H", "H", "H", "C", "C", "O", "H", "H", "H", "H", "H", "H"], "xyz": [[-4.45339, -4.02605, 3.95689], [-4.12343, -2.62780, 3.64261], [-4.92757, -2.13728, 2.47659], [-3.80586, -1.50564, 1.41964], [-2.71881, -2.61224, 0.79506], [-2.74057, -4.05953, 1.15205], [-1.49688, -2.16974, -0.25092], [-0.38523, -3.19971, -0.87977], [1.15893, -2.89668, -0.39355], [2.04341, -2.54139, -1.52544], [-1.41544, -0.57199, -0.62676], [-2.50264, 0.53213, 0.00346], [-3.73204, 0.11633, 1.03264], [-5.00270, 1.33878, 1.76459], [-6.52489, 0.81255, 1.66775], [-2.26917, 2.13096, -0.43041], [-3.25929, 2.95648, -0.80019], [-0.66288, 2.59919, -0.41486], [-0.21378, 4.04054, 0.22809], [-1.23264, 5.14429, 0.92174], [-1.24479, 6.60252, 0.50071], [-2.11536, 4.64047, 2.02457], [1.38753, 4.41413, 0.22408], [1.81647, 5.72699, 0.85681], [2.10938, 6.59120, -0.16946], [2.43941, 7.39547, -1.18807], [2.44110, 3.32952, -0.42329], [4.06100, 3.69092, -0.39113], [4.65278, 2.88240, 0.94810], [4.02223, 3.47553, 2.36570], [6.83610, 2.70884, 0.96638], [2.01658, 1.86559, -1.07871], [2.98175, 0.86255, -1.67562], [0.41625, 1.49593, -1.06043], [-0.22395, 0.05496, -1.62039], [0.15119, -0.51871, -2.77676], [-4.64182, -4.66149, 2.99245], [-3.49344, -4.47705, 4.50430], [-5.32460, -4.03829, 4.73795], [-5.59717, -2.96881, 1.99555], [-5.62455, -1.28410, 2.93424], [-1.92660, -4.27161, 1.72611], [-0.69133, -4.29765, -0.52436], [-0.49797, -3.15968, -2.05492], [1.18632, -1.96846, 0.35122], [1.67807, -3.79957, 0.15841], [1.99748, -3.23151, -2.25516], [-4.61308, 1.63430, 3.14032], [-5.02741, 2.64377, 1.09332], [-0.45215, 7.09744, 0.98650], [-1.01488, 6.58352, -0.53333], [-2.56797, 5.43445, 2.47834], [4.58161, 3.26982, -1.37613], [4.28701, 4.83452, -0.26499], [4.22197, 1.77671, 0.85736], [2.84089, 3.42081, 2.40554], [4.40991, 2.76057, 3.23181], [4.33837, 4.58970, 2.57905], [2.92792, -0.07826, -1.18266], [2.60617, 0.69306, -2.65675], [2.91129, 1.16989, -6.99520], [2.22166, 1.70555, -5.75749], [3.16808, 1.88475, -4.71424], [3.40307, 0.21581, -6.77915], [2.19441, 1.02185, -7.80774], [3.69065, 1.86032, -7.33387], [1.45895, 1.00262, -5.40971], [1.73849, 2.66585, -5.96206], [3.83631, 2.51706, -5.02993], [-0.34181, -8.15676, 2.68436], [-0.01833, -7.29020, 1.48482], [-0.53332, -5.98130, 1.67914], [-1.42423, -8.20869, 2.84081], [0.04458, -9.17079, 2.54837], [0.09176, -7.73344, 3.59629], [-0.47175, -7.70474, 0.57964], [1.06279, -7.22272, 1.32958], [-0.11814, -5.61880, 2.48054]]}


{"formula": "C10H16O", "method": "ωB97M-V/def2-TZVPD", "gap_ev": 9.492, "relative_energy_kj_mol": 69.8, "smiles": "Oc1ccccc1.CCCC", "spin_multiplicity": 1, "species": ["O", "C", "C", "C", "C", "C", "C", "H", "H", "H", "H", "H", "H", "C", "C", "C", "C", "H", "H", "H", "H", "H", "H", "H", "H", "H", "H"], "xyz": [[2.71358, -0.60274, -1.49337], [1.66035, 0.15637, -1.93741], [0.59196, -0.52057, -2.52641], [-0.50492, 0.19791, -2.99575], [-0.54455, 1.58857, -2.88202], [0.52620, 2.25851, -2.29254], [1.62879, 1.54655, -1.81976], [3.39048, 0.00209, -1.10334], [0.63738, -1.61453, -2.60888], [-1.34262, -0.34052, -3.45831], [-1.41158, 2.15053, -3.25359], [0.50904, 3.35214, -2.19623], [2.47146, 2.07582, -1.35565], [-2.42983, -1.28945, 1.33824], [-1.34725, -0.35421, 1.87595], [-0.12783, -1.11010, 2.39881], [0.95475, -0.17486, 2.93651], [-3.29662, -0.71641, 0.96822], [-2.77238, -1.96947, 2.13626], [-2.02820, -1.89496, 0.50839], [-1.02238, 0.33428, 1.07228], [-1.76501, 0.25993, 2.69678], [-0.45270, -1.79859, 3.20247], [0.28993, -1.72423, 1.57797], [0.55313, 0.43065, 3.76637], [1.29730, 0.50517, 2.13849], [1.82154, -0.74790, 3.30653]]}


{"formula": "C4H11N3", "method": "ωB97M-V/def2-TZVPD", "gap_ev": 9.729, "relative_energy_kj_mol": 435.2, "smiles": "[H]/N=C(\\C)N.C=NC", "spin_multiplicity": 1, "species": ["H", "N", "C", "C", "N", "H", "H", "H", "H", "H", "C", "N", "C", "H", "H", "H", "H", "H"], "xyz": [[3.84389, -0.28386, 0.48038], [2.89981, -0.63677, 0.63627], [1.98358, 0.14288, 0.24747], [2.18604, 1.33306, -0.66214], [0.39957, -0.21385, 0.27668], [1.76433, 2.22875, -0.20610], [1.68804, 1.16468, -1.61656], [3.24139, 1.51026, -0.86811], [0.90936, -0.35870, 1.26045], [0.29619, -1.08153, -0.23864], [-2.17757, -0.84152, -1.15945], [-1.79544, -0.88805, 0.03412], [-2.51777, -0.23256, 1.09269], [-1.58688, -1.35268, -1.91167], [-3.06335, -0.29511, -1.50406], [-2.38624, -0.81665, 2.00368], [-3.59201, -0.14073, 0.88667], [-2.09293, 0.76239, 1.24830]]}


{"formula": "C8H15N3O4", "method": "ωB97M-V/def2-TZVPD", "gap_ev": 10.372, "relative_energy_kj_mol": 220.7, "smiles": "C[C@H](N)C(=O)N[C@@H](CCC(N)=O)C(=O)O", "spin_multiplicity": 1, "species": ["C", "C", "N", "C", "O", "N", "C", "C", "C", "C", "N", "O", "C", "O", "O", "H", "H", "H", "H", "H", "H", "H", "H", "H", "H", "H", "H", "H", "H", "H"], "xyz": [[1.69819, -1.59770, -1.15330], [2.55340, -0.52660, -0.50733], [3.95255, -1.08701, -0.48115], [2.19240, -0.00690, 0.93667], [2.97057, -0.23010, 1.85480], [1.00942, 0.61146, 1.15461], [0.00531, 0.68400, 0.15005], [-1.30385, 0.09827, 0.64242], [-2.31408, 0.10535, -0.48211], [-3.48574, -0.72234, 0.11411], [-4.62747, -0.09017, 0.36653], [-3.32269, -1.91137, 0.45198], [-0.06960, 2.18055, -0.15755], [-0.95286, 2.76340, -0.76481], [1.01539, 2.94443, 0.16094], [1.96342, -2.51941, -0.63943], [0.66429, -1.36102, -1.20789], [1.99170, -1.67943, -2.20845], [2.57222, 0.33068, -1.16289], [4.52222, -0.28311, -0.95660], [4.20238, -1.20436, 0.57215], [0.66929, 0.32899, 2.03296], [0.36859, 0.17057, -0.72361], [-1.25133, -0.98635, 0.89198], [-1.91653, 0.46929, 1.47444], [-1.96335, -0.30408, -1.46810], [-2.78753, 1.10519, -0.64141], [-4.58705, 0.94024, 0.36124], [-5.45423, -0.59570, 0.83490], [1.68496, 2.37321, 0.55485]]}


{"formula": "C29H28N3O7Ti", "method": "ωB97M-V/def2-TZVPD", "gap_ev": 7.777, "total_charge": 1, "spin_multiplicity": 1, "species": ["C", "C", "C", "H", "C", "C", "H", "C", "C", "C", "H", "C", "C", "H", "H", "H", "H", "H", "H", "Ti", "C", "C", "C", "H", "H", "H", "H", "H", "H", "C", "C", "H", "H", "O", "N", "C", "H", "C", "C", "H", "C", "H", "C", "H", "C", "H", "C", "H", "H", "H", "O", "C", "O", "C", "C", "C", "C", "C", "C", "N", "O", "O", "N", "O", "O", "H", "H", "H"], "xyz": [[2.12513, 0.15770, 0.81892], [2.18588, -0.71874, -0.30844], [1.70900, -0.00932, -1.44646], [2.61736, -1.72333, -0.31433], [1.37149, 1.33096, -1.02571], [1.66286, 1.43411, 0.36024], [1.12618, 2.17296, -1.67142], [-1.17057, -1.88545, 1.39338], [0.04847, -2.40334, 0.84940], [-0.08363, -2.44179, -0.58129], [0.90452, -2.72820, 1.44160], [-1.36050, -1.88472, -0.91682], [-2.03563, -1.53942, 0.31270], [1.72305, -0.36933, -2.47529], [1.66014, 2.36542, 0.92358], [2.48481, -0.06326, 1.82550], [-3.04857, -1.14488, 0.38103], [0.62744, -2.86685, -1.28792], [-1.40837, -1.82414, 2.45393], [-0.08807, -0.16790, 0.06381], [-1.80405, -1.40116, -2.28266], [-3.33620, -1.49494, -2.41646], [-1.17928, -2.18348, -3.44562], [-3.67356, -2.49481, -2.09660], [-3.65642, -1.37092, -3.46124], [-3.84551, -0.74082, -1.81022], [-1.37125, -3.26201, -3.36727], [-0.09453, -2.04800, -3.51388], [-1.61377, -1.81260, -4.38531], [-1.18850, 0.04362, -2.34413], [-2.04038, 1.18336, -2.83974], [-0.27520, 0.02857, -2.93603], [-1.00377, 0.49365, -1.29604], [-2.86102, 1.63974, -2.04290], [-1.63295, 1.70350, -4.08791], [-0.40858, 2.54449, -4.00480], [-2.41103, 2.19912, -4.52987], [0.86851, 1.85974, -4.43931], [2.07296, 2.52633, -4.14664], [2.02843, 3.51524, -3.66794], [3.30170, 1.92569, -4.43850], [4.22453, 2.44034, -4.15395], [3.33424, 0.69368, -5.10419], [4.29279, 0.22755, -5.34204], [2.13754, 0.08546, -5.49854], [2.15286, -0.83586, -6.07570], [0.89728, 0.66206, -5.16906], [-0.04146, 0.21521, -5.51361], [-0.27631, 2.91913, -2.97689], [-0.56604, 3.46834, -4.57963], [-0.36994, 2.99597, 1.94415], [-0.44313, 1.84398, 2.34101], [-0.67930, 0.78369, 1.57050], [-0.22229, 1.49331, 3.78335], [-0.15720, 2.54652, 4.71365], [0.10642, 2.29086, 6.07635], [0.28421, 0.97305, 6.53159], [0.21915, -0.07879, 5.60681], [-0.04666, 0.17511, 4.23842], [0.42225, -1.42542, 6.04568], [0.63904, -1.60978, 7.26219], [0.36113, -2.34890, 5.20295], [0.19125, 3.37734, 7.00737], [0.03587, 4.53431, 6.55873], [0.40178, 3.11322, 8.21336], [-0.25347, 3.56857, 4.36470], [0.49885, 0.76147, 7.57828], [-0.05698, -0.65450, 3.53601]]}


{"formula": "C7H14ClN2", "method": "ωB97M-V/def2-TZVPD", "gap_ev": [8.568, 6.895], "relative_energy_kj_mol": 469.1, "total_charge": 1, "spin_multiplicity": 1, "species": ["C", "C", "C", "C", "C", "C", "C", "N", "N", "Cl", "H", "H", "H", "H", "H", "H", "H", "H", "H", "H", "H", "H", "H", "H"], "xyz": [[2.49591, 1.78053, -0.73889], [1.58175, 2.48711, -0.12365], [-0.01648, 0.27670, 0.25866], [1.46011, -0.12601, 1.99282], [0.11509, -2.04769, 1.16466], [-2.13273, -0.65661, -0.74393], [-1.13581, 1.48211, -1.49044], [0.33190, -0.60719, 1.15368], [-1.13356, 0.39176, -0.48597], [1.13587, 3.81591, 0.55767], [3.47730, 2.12822, -0.94609], [2.44154, 0.65470, -0.74120], [1.59127, 0.96841, 1.92302], [1.23473, -0.34141, 3.01599], [2.40168, -0.64184, 1.69413], [-0.28142, -2.37197, 2.14838], [-0.70512, -2.34671, 0.49364], [1.00994, -2.62001, 0.98848], [-2.62742, -0.85452, 0.34015], [-1.61109, -1.62308, -1.09222], [-2.90482, -0.32909, -1.38627], [-2.14200, 1.95990, -1.81340], [-0.69707, 1.12170, -2.44052], [-0.59921, 2.39312, -1.20862]]}